C7H10Br2NO as an isolated structure at a distorted geometry. Source: OMol25; level of theory: ωB97M-V/def2-TZVPD.

Last column: natural (NBO) charge in e.
Positions of all 21 atoms, in Å:
C -0.472 0.210 -1.318  0.41
C 1.537 -0.048 0.237  -0.43
C -0.297 -1.703 0.072  -0.39
C 0.720 0.848 1.177  -0.23
C -1.197 -0.791 0.957  -0.25
C 0.554 -0.720 -0.754  -0.34
C -0.174 1.610 -1.746  -0.12
N -0.678 0.586 0.981  -0.52
O -1.591 -0.180 -1.595  -0.52
Br -1.564 2.495 -2.544  0.43
Br 1.281 2.697 -1.545  0.40
H 2.316 0.606 -0.032  0.23
H 2.179 -0.888 0.800  0.25
H 0.301 -2.396 0.484  0.22
H -0.955 -2.439 -0.587  0.26
H 0.982 0.576 2.220  0.22
H 0.868 1.810 0.945  0.19
H -2.181 -0.545 0.655  0.23
H -1.197 -1.441 1.902  0.24
H 1.039 -1.430 -1.523  0.30
H -1.472 1.142 1.214  0.42

Properties
Orbital gap (alpha / beta): 5.78 / 5.78 eV
Net charge: +1
LUMO energy (alpha / beta): -0.2643 / -0.2643 hartree
E_tot: -5550.3331 hartree

A 2-piece molecular cluster, C7H10BrN2O2 overall at a distorted geometry. Source: OMol25; level of theory: ωB97M-V/def2-TZVPD.

Last column: natural (NBO) charge in e.
Positions of all 22 atoms, in Å:
C -0.936 -1.879 -0.292  -0.26
C 0.085 -0.982 -0.444  -0.13
C -3.470 -1.235 0.304  0.70
C -2.070 -1.249 0.031  0.03
C 1.815 1.183 -1.217  -0.65
C 1.485 0.990 1.274  -0.61
C 0.880 1.292 -0.030  -0.02
N -1.435 0.678 0.113  -0.37
N -0.250 0.296 -0.207  -0.07
O -3.936 -0.040 0.647  -0.69
O -4.122 -2.255 0.249  -0.60
Br 3.989 -1.527 0.294  -0.98
H -0.937 -2.970 -0.460  0.27
H 1.114 -1.198 -0.920  0.28
H 1.358 0.409 -1.829  0.22
H 1.819 2.112 -1.787  0.20
H 2.801 0.819 -0.898  0.28
H 0.817 1.257 1.951  0.20
H 2.334 1.526 1.376  0.22
H 1.519 -0.103 1.494  0.26
H 0.327 2.242 -0.074  0.20
H -3.185 0.633 0.425  0.53

Properties
Orbital gap (alpha / beta): 6.96 / 6.96 eV
Net charge: -1
LUMO energy (alpha / beta): 0.1000 / 0.1000 hartree
E_tot: -3106.6927 hartree

A 4-piece molecular cluster, C7H10BrN2O2 overall at a distorted geometry. Source: OMol25; level of theory: ωB97M-V/def2-TZVPD.

Last column: natural (NBO) charge in e.
Positions of all 22 atoms, in Å:
C -0.987 0.471 1.643  -0.20
C 0.010 -0.013 2.382  -0.18
C -1.277 -0.179 0.370  -0.31
C 1.035 -0.926 2.048  -0.09
C 4.439 -0.929 -2.232  1.03
C 1.906 -1.738 1.952  -0.14
C -0.937 -1.289 -0.148  0.47
N -3.080 1.408 -1.116  -1.07
N -0.552 -2.192 -0.901  -0.68
O 3.332 -1.173 -2.068  -0.55
O 5.549 -0.703 -2.373  -0.48
Br 0.271 3.817 -0.183  -0.24
H -1.765 1.152 1.926  0.25
H 0.231 0.544 3.306  0.25
H -2.000 0.358 -0.321  0.36
H 2.690 -2.491 1.781  0.26
H -3.982 1.577 -0.522  0.40
H -3.428 0.917 -1.910  0.39
H -2.513 2.177 -1.329  0.39
H 0.387 -2.083 -1.314  0.44
H -0.874 -3.223 -0.766  0.45
H 1.546 4.518 -0.226  0.24

Properties
Orbital gap: 9.09 eV
Net charge: +1
LUMO energy: -0.1397 hartree
E_tot: -3106.3695 hartree

The molecule C7H10BrNO at a distorted geometry. Source: OMol25; level of theory: ωB97M-V/def2-TZVPD.

Last column: natural (NBO) charge in e.
Positions of all 20 atoms, in Å:
C 0.377 -1.722 -0.120  -0.21
C 1.328 -0.565 -0.451  -0.29
C -0.872 -1.628 0.226  -0.03
C 0.642 0.703 0.004  -0.49
C -0.825 0.629 -0.065  0.59
C -2.770 1.975 -0.121  -0.27
C 2.578 -0.851 0.304  -0.43
N -1.565 -0.360 0.052  -0.52
O -1.377 1.840 -0.258  -0.49
Br 4.025 0.312 -0.151  0.00
H 1.001 -2.649 0.017  0.20
H 1.422 -0.755 -1.518  0.23
H -1.419 -2.414 0.490  0.20
H 0.816 0.651 1.107  0.23
H 1.066 1.497 -0.514  0.25
H -3.073 2.990 -0.274  0.19
H -3.268 1.621 0.904  0.19
H -3.298 1.310 -0.908  0.19
H 2.959 -1.830 -0.074  0.23
H 2.254 -0.755 1.350  0.23

Properties
Orbital gap: 9.87 eV
LUMO energy: 0.0324 hartree
E_tot: -2976.6727 hartree

A 7-piece molecular cluster, C7H10Cl18 overall. Source: OMol25; level of theory: ωB97M-V/def2-TZVPD.

Last column: natural (NBO) charge in e.
Positions of all 35 atoms, in Å:
C -3.487 -3.009 0.005  -0.28
Cl -2.622 -1.478 -0.246  0.01
Cl -3.283 -3.556 1.674  0.02
Cl -2.942 -4.243 -1.133  0.02
H -4.535 -2.825 -0.182  0.23
C 4.684 1.729 -0.460  -0.29
Cl 5.206 1.271 -2.095  0.01
Cl 5.223 3.341 -0.058  0.04
Cl 5.233 0.550 0.720  0.03
H 3.603 1.727 -0.487  0.22
C -0.741 1.074 -3.389  -0.29
Cl -1.699 -0.342 -2.990  0.02
Cl -1.763 2.497 -3.587  0.02
Cl 0.234 0.794 -4.837  0.01
H -0.061 1.280 -2.574  0.23
C 0.752 -5.467 0.433  -0.28
Cl -0.376 -5.990 1.680  0.03
Cl 2.415 -5.884 0.866  0.02
Cl 0.604 -3.740 0.143  0.00
H 0.499 -5.989 -0.478  0.23
C 0.810 -0.250 0.381  -0.38
Cl -0.140 1.072 -0.323  -0.04
Cl 1.499 0.207 1.955  -0.02
H 0.160 -1.100 0.532  0.23
H 1.651 -0.432 -0.274  0.23
C -2.052 1.165 2.820  -0.39
Cl -2.741 0.944 4.444  -0.03
Cl -3.302 1.399 1.591  -0.03
H -1.428 2.047 2.858  0.22
H -1.493 0.274 2.568  0.22
C -0.086 4.614 0.193  -0.40
Cl -0.304 4.877 -1.532  -0.02
Cl 1.538 4.045 0.573  -0.03
H -0.254 5.544 0.721  0.23
H -0.799 3.853 0.487  0.22

Properties
Orbital gap: 11.24 eV
LUMO energy: 0.0114 hartree
E_tot: -8556.1456 hartree

A 2-piece molecular cluster, C7H10Cl2O overall at a distorted geometry. Source: OMol25; level of theory: ωB97M-V/def2-TZVPD.

Last column: natural (NBO) charge in e.
Positions of all 20 atoms, in Å:
C 0.372 -2.294 -0.920  -0.49
C 0.309 -0.982 -0.938  0.09
C -1.745 1.034 0.077  -0.49
C -1.287 -0.278 0.677  0.32
C -2.713 -0.208 0.290  -0.17
C 0.877 0.227 -1.645  -0.71
C 0.371 0.126 2.276  -0.25
O -0.868 -0.476 1.910  -0.51
Cl -3.857 -0.026 1.548  0.04
Cl -3.408 -1.110 -1.046  0.01
H 1.075 -2.962 -1.455  0.21
H -0.419 -2.829 -0.374  0.23
H -2.011 1.933 0.598  0.23
H -1.352 1.272 -1.017  0.23
H 1.329 1.002 -0.843  0.22
H 1.761 0.078 -2.175  0.23
H 0.125 0.678 -2.277  0.23
H 0.288 1.251 2.473  0.19
H 1.111 -0.178 1.500  0.19
H 0.684 -0.392 3.097  0.19

Properties
Orbital gap: 8.56 eV
LUMO energy: 0.0170 hartree
E_tot: -1268.1286 hartree

The molecule C7H10Cl2O at a distorted geometry. Source: OMol25; level of theory: ωB97M-V/def2-TZVPD.

Last column: natural (NBO) charge in e.
Positions of all 20 atoms, in Å:
C 1.491 -0.747 1.744  -0.36
C 0.918 -0.894 0.520  -0.09
C -0.649 0.030 -1.188  -0.54
C 0.312 0.259 -0.057  0.35
C -2.083 -0.101 -0.611  -0.04
C 0.643 -2.208 -0.273  -0.64
C 0.121 2.727 -0.113  -0.26
O 0.407 1.480 0.545  -0.52
Cl -2.856 1.106 0.408  0.00
Cl -2.504 -1.694 -0.038  0.00
H 2.171 -1.503 2.058  0.19
H 1.297 0.074 2.298  0.20
H -0.743 0.866 -1.880  0.23
H -0.591 -0.871 -1.604  0.24
H 1.270 -2.919 0.258  0.22
H -0.361 -2.558 -0.249  0.23
H 1.003 -2.029 -1.363  0.21
H -0.922 2.823 0.247  0.21
H 0.388 2.574 -1.124  0.19
H 0.687 3.587 0.423  0.20

Properties
Orbital gap (alpha / beta): 8.34 / 6.57 eV
LUMO energy (alpha / beta): 0.0046 / -0.0126 hartree
E_tot: -1268.1648 hartree

A 2-piece molecular cluster, C7H10ClFO2 overall at a distorted geometry. Source: OMol25; level of theory: ωB97M-V/def2-TZVPD.

Last column: natural (NBO) charge in e.
Positions of all 21 atoms, in Å:
C -0.292 -1.217 1.202  -0.57
C 0.564 -0.525 0.401  0.21
C -1.388 -1.819 0.842  0.70
C 3.583 0.024 -0.613  -0.65
C -3.362 0.313 -0.885  -0.71
C 2.440 0.794 0.072  -0.06
C -2.431 0.628 0.209  0.13
O -2.202 -2.681 0.700  -0.45
O 1.644 0.052 0.886  -0.49
F -3.113 1.231 1.240  -0.37
Cl -0.986 1.388 0.009  0.09
H -0.206 -1.090 2.239  0.28
H 0.450 -0.697 -0.703  0.18
H 4.255 0.744 -0.973  0.22
H 3.982 -0.337 0.313  0.23
H 3.392 -0.566 -1.513  0.23
H -3.006 0.474 -1.890  0.22
H -3.645 -0.752 -0.729  0.24
H -4.190 1.044 -0.762  0.23
H 1.700 1.308 -0.595  0.16
H 2.811 1.685 0.552  0.20

Properties
Orbital gap (alpha / beta): 7.80 / 6.78 eV
LUMO energy (alpha / beta): 0.0221 / 0.0134 hartree
E_tot: -983.0576 hartree

An isolated ion of composition C7H10ClN2O3S and charge +1 at a distorted geometry. Source: OMol25; level of theory: ωB97M-V/def2-TZVPD.

Last column: natural (NBO) charge in e.
Positions of all 24 atoms, in Å:
C 1.814 -0.895 0.649  -0.11
C 2.079 -2.171 0.283  -0.27
C -0.434 -1.561 1.048  0.09
C 0.549 -0.606 1.082  -0.43
C 1.051 -3.074 0.300  0.24
C 0.289 1.908 -1.607  -0.33
C -1.793 0.439 -0.955  -0.46
N -0.240 -2.783 0.624  -0.39
N -0.948 1.426 -0.358  -0.16
O 0.980 2.101 1.175  -0.85
O -1.073 1.205 2.175  -0.88
O -1.575 2.631 -0.074  -0.52
S 0.001 1.078 1.258  2.26
Cl 1.464 -4.740 0.034  0.10
H 2.664 -0.271 0.782  0.26
H 3.157 -2.414 0.213  0.27
H -1.454 -1.145 1.167  0.22
H 0.977 2.464 -1.013  0.25
H 0.635 0.869 -1.839  0.21
H -0.321 2.424 -2.511  0.27
H -2.632 0.519 -0.282  0.24
H -2.112 0.481 -2.030  0.26
H -1.197 -0.429 -0.941  0.23
H -1.882 2.545 0.819  0.49

Properties
Orbital gap: 9.32 eV
Net charge: +1
LUMO energy: -0.1698 hartree
E_tot: -1465.9221 hartree

A 2-piece molecular cluster, C7H10F3P overall at a distorted geometry. Source: OMol25; level of theory: ωB97M-V/def2-TZVPD.

Last column: natural (NBO) charge in e.
Positions of all 21 atoms, in Å:
C 3.173 -1.014 0.527  -0.33
C 1.944 -1.150 0.151  -0.23
C 0.746 -1.015 0.928  -0.14
C -0.469 -0.589 0.529  -0.11
C -1.574 -0.396 1.454  -0.61
C -0.735 -0.236 -0.847  -0.44
C -0.209 2.017 -0.867  0.94
F 0.610 2.233 0.202  -0.35
F 0.643 2.087 -1.935  -0.37
F -1.129 2.906 -1.001  -0.31
P -2.463 -0.206 -1.473  0.35
H 4.019 -0.919 -0.197  0.20
H 3.379 -0.723 1.459  0.18
H 1.830 -1.053 -0.864  0.19
H 0.978 -1.364 1.970  0.20
H -2.581 -0.570 0.807  0.19
H -1.661 0.444 2.034  0.23
H -1.658 -1.255 2.162  0.23
H 0.063 -0.458 -1.592  0.24
H -2.027 0.393 -2.580  -0.03
H -2.879 0.866 -0.868  -0.03

Properties
Orbital gap (alpha / beta): 7.74 / 7.75 eV
LUMO energy (alpha / beta): -0.0149 / -0.0149 hartree
E_tot: -913.4929 hartree

An isolated ion of composition C7H10FN2 and charge +1 at a distorted geometry. Source: OMol25; level of theory: ωB97M-V/def2-TZVPD.

Last column: natural (NBO) charge in e.
Positions of all 20 atoms, in Å:
C -0.731 1.847 1.348  -0.67
C 0.298 2.176 0.208  0.22
F 1.071 3.261 0.678  -0.35
C 1.234 0.961 -0.155  -0.51
C 0.460 -0.344 -0.392  0.14
C 1.070 -1.677 -0.168  -0.20
C 0.163 -2.748 -0.453  0.08
N -1.121 -2.673 -0.841  -0.25
N -1.696 -1.511 -1.049  -0.12
C -0.932 -0.454 -0.850  0.00
H -0.723 2.586 2.178  0.27
H -1.771 1.831 0.927  0.22
H -0.559 0.823 1.766  0.20
H -0.189 2.519 -0.740  0.18
H 1.876 0.785 0.754  0.26
H 1.962 1.207 -0.974  0.28
H 2.122 -1.803 0.152  0.28
H 0.571 -3.781 -0.337  0.26
H -1.674 -3.524 -0.985  0.46
H -1.432 0.519 -1.067  0.24

Properties
Orbital gap: 9.71 eV
Net charge: +1
LUMO energy: -0.2030 hartree
E_tot: -481.7995 hartree

C7H10INOs as an isolated structure at a distorted geometry. Source: OMol25; level of theory: ωB97M-V/def2-TZVPD.

Last column: natural (NBO) charge in e.
Positions of all 20 atoms, in Å:
C -0.557 0.808 -1.550  -0.33
C 0.784 0.687 -1.093  -0.29
C 0.916 1.371 0.154  -0.26
C -0.342 1.980 0.444  -0.30
C -1.244 1.648 -0.613  -0.19
Os -0.552 -0.227 0.357  0.89
N -2.356 0.047 1.128  -0.71
C 0.308 -1.984 -0.074  -0.69
C 1.660 -1.564 0.028  -0.42
H 1.816 1.429 0.752  0.27
H 1.582 0.188 -1.616  0.26
H -0.580 2.534 1.343  0.27
H -2.274 1.967 -0.699  0.27
H -0.953 0.416 -2.477  0.26
H 2.257 -1.459 -0.889  0.18
H -0.104 -2.607 0.730  0.25
H -2.695 -0.929 1.286  0.31
H 2.251 -1.688 0.943  0.22
H -0.170 -2.222 -1.031  0.23
I 0.253 -0.393 2.880  -0.24

Properties
Orbital gap (alpha / beta): 6.76 / 6.58 eV
Multiplicity: 5
LUMO energy (alpha / beta): 0.0078 / -0.0584 hartree
E_tot: -715.6209 hartree

> Which value of E_tot does entry 1 give?

-5550.3331 hartree

> What is the formula in the tenth record?

C7H10F3P

> Among the records above, which one has the highest E_tot?

C7H10FN2

Copy entry 5 word for word.
A 7-piece molecular cluster, C7H10Cl18 overall. Source: OMol25; level of theory: ωB97M-V/def2-TZVPD.

Last column: natural (NBO) charge in e.
Positions of all 35 atoms, in Å:
C -3.487 -3.009 0.005  -0.28
Cl -2.622 -1.478 -0.246  0.01
Cl -3.283 -3.556 1.674  0.02
Cl -2.942 -4.243 -1.133  0.02
H -4.535 -2.825 -0.182  0.23
C 4.684 1.729 -0.460  -0.29
Cl 5.206 1.271 -2.095  0.01
Cl 5.223 3.341 -0.058  0.04
Cl 5.233 0.550 0.720  0.03
H 3.603 1.727 -0.487  0.22
C -0.741 1.074 -3.389  -0.29
Cl -1.699 -0.342 -2.990  0.02
Cl -1.763 2.497 -3.587  0.02
Cl 0.234 0.794 -4.837  0.01
H -0.061 1.280 -2.574  0.23
C 0.752 -5.467 0.433  -0.28
Cl -0.376 -5.990 1.680  0.03
Cl 2.415 -5.884 0.866  0.02
Cl 0.604 -3.740 0.143  0.00
H 0.499 -5.989 -0.478  0.23
C 0.810 -0.250 0.381  -0.38
Cl -0.140 1.072 -0.323  -0.04
Cl 1.499 0.207 1.955  -0.02
H 0.160 -1.100 0.532  0.23
H 1.651 -0.432 -0.274  0.23
C -2.052 1.165 2.820  -0.39
Cl -2.741 0.944 4.444  -0.03
Cl -3.302 1.399 1.591  -0.03
H -1.428 2.047 2.858  0.22
H -1.493 0.274 2.568  0.22
C -0.086 4.614 0.193  -0.40
Cl -0.304 4.877 -1.532  -0.02
Cl 1.538 4.045 0.573  -0.03
H -0.254 5.544 0.721  0.23
H -0.799 3.853 0.487  0.22

Properties
Orbital gap: 11.24 eV
LUMO energy: 0.0114 hartree
E_tot: -8556.1456 hartree